ORCA calculation (the ωB97M-V functional and the def2-TZVPD basis) on one molecule with the formula C7H15N.

```
23
Properties=species:S:1:pos:R:3:forces:R:3
C -3.525 0.248 1.561 0.7 -0.6 0.2
C -2.047 -0.111 1.592 -0.7 -0.1 -0.3
C -1.505 -0.919 0.691 0.5 -0.5 0.7
C -0.070 -1.307 0.524 0.4 -0.6 -0.3
C 0.423 -1.023 -0.924 0.2 -0.3 0.3
C 1.806 -0.334 -0.982 -0.9 -0.1 0.0
C 1.643 1.173 -1.132 0.2 0.2 0.1
N 2.876 1.949 -1.197 0.2 0.1 0.1
H -3.649 1.164 0.983 -0.3 0.1 0.3
H -4.074 -0.554 1.079 -0.1 0.0 -0.3
H -3.927 0.316 2.572 0.0 0.4 0.0
H -1.460 0.328 2.383 0.3 0.3 0.0
H -2.138 -1.481 0.018 -0.4 0.3 -0.3
H 0.625 -0.940 1.272 -0.1 0.9 0.1
H 0.058 -2.383 0.692 -0.4 -0.1 -0.1
H 0.446 -1.980 -1.457 0.1 0.2 0.0
H -0.319 -0.413 -1.440 0.0 0.1 0.0
H 2.326 -0.583 -0.056 0.4 0.0 -0.1
H 2.362 -0.699 -1.847 0.2 -0.1 0.1
H 1.064 1.348 -2.034 0.0 0.1 -0.3
H 1.037 1.611 -0.336 0.0 -0.3 0.2
H 3.466 1.763 -0.389 -0.2 0.0 -0.2
H 3.427 1.727 -2.016 -0.1 -0.1 0.0
```
Forces are in eV/Å.

- LUMO energy (eV) = 1.20
- ΔE to the lowest compared entry with this formula, charge and spin (eV) = 0.952
- total energy (Ha) = -330.432921
- charge = 0
- Kohn-Sham gap (eV) = 10.2772